# C15H15N4PS3Se4W

A molecular structure, C15H15N4PS3Se4W at a distorted geometry (ωB97M-V with the def2-TZVPD basis set, the OMol25 dataset).

Positions of all 43 atoms, in Å:
1 H -3.64 3.10 -0.50
2 H 1.76 -2.56 1.95
3 C 1.93 -3.07 1.00
4 H 1.99 -3.50 -2.13
5 C 2.79 -2.88 -1.73
6 C -5.00 0.42 -1.76
7 H 2.20 0.62 4.05
8 H -3.83 -1.38 -2.05
9 C 3.79 -1.06 0.16
10 Se 0.24 -1.65 -3.74
11 Se -0.60 -2.46 -1.72
12 H 2.81 -3.71 1.10
13 C -2.60 1.38 -0.82
14 H 1.06 -3.69 0.76
15 N 2.05 -0.33 7.35
16 C 1.32 -0.01 3.97
17 S -1.19 -1.23 1.12
18 C -4.90 1.70 -1.30
19 C -3.83 -0.35 -1.72
20 C -0.35 -1.42 5.01
21 N -1.34 -2.57 7.11
22 H -1.87 -2.21 3.75
23 H -5.72 2.40 -1.27
24 H 3.59 -3.53 -1.38
25 H 3.19 -2.24 -2.52
26 H 4.58 -1.81 0.13
27 P 2.25 -1.88 -0.32
28 Se 1.85 1.09 -1.76
29 H -5.93 0.03 -2.14
30 H 4.04 -0.27 -0.55
31 W 0.19 -0.39 -0.56
32 C -0.45 -1.00 2.65
33 C -0.98 -1.61 3.80
34 C -0.89 -2.06 6.19
35 C 1.49 -0.46 6.35
36 H 3.72 -0.64 1.16
37 C 0.81 -0.62 5.10
38 N -2.68 0.12 -1.27
39 S -1.11 1.93 -0.24
40 C 0.69 -0.20 2.74
41 N -3.71 2.15 -0.84
42 S 1.28 0.59 1.32
43 Se 0.01 0.60 -3.04

The calculation puts the frontier orbital gap (alpha / beta) at 5.844 / 5.846 eV. As for the charge: +2. Its energy relative to the best compared isomer or geometry (same formula, charge and spin) is 0.000 eV. The HOMO energy (alpha / beta) comes out at -14.31 / -14.31 eV.

Atom charges from the Löwdin analysis, given in e for atoms 1 to 6: atom 1 (H): 0.173, atom 2 (H): 0.044, atom 3 (C): -0.219, atom 4 (H): 0.003, atom 5 (C): -0.277, atom 6 (C): 0.017